156
Properties=species:S:1:pos:R:3:forces:R:3:mulliken_charge:R:1 method="wB97M-V/def2-TZVPD" e_homo_ev=-9.6 lumo_energy_ev=-0.3 energy_ev=-145120.73493 homo_lumo_gap_ev=9.24 fmax_ev_per_a=2.11 charge=0
C 3.7709 -2.9425 -0.0214 -0.218 0.097 0.325 -0.808
C 2.3524 -2.7333 0.4533 0.430 -0.255 0.365 0.777
O 1.8512 -3.5045 1.2364 -0.270 0.074 -0.250 -0.603
O 1.7615 -1.6382 -0.0314 -0.164 -0.299 -0.128 -0.058
C 0.3370 -1.6065 0.1672 -1.137 0.710 0.102 -0.765
C -0.2418 -0.2178 -0.1489 0.662 -0.234 -0.231 0.572
C -1.6010 -0.2641 -0.8691 0.100 0.819 0.093 -1.555
C -2.8287 -0.1748 0.0388 -0.341 -0.714 -0.551 -0.510
C -3.0058 -1.3653 1.0153 0.322 0.519 0.228 0.129
C -3.3201 -0.9198 2.4600 -0.462 0.174 -0.362 -0.273
C -4.8049 -0.9523 2.8681 0.548 -0.349 0.517 -1.072
C -5.5808 -2.2251 2.4667 -0.568 0.456 0.151 -0.688
B -6.8434 -1.9374 1.6038 -0.594 -0.337 0.584 0.250
O -7.3220 -0.6439 1.3483 1.154 -0.168 -0.467 -0.318
B -7.1633 -0.4447 -0.0119 -0.926 0.376 0.367 0.631
O -7.8157 -1.3525 -0.8412 1.010 -0.290 0.049 -0.338
B -7.8725 -2.6463 -0.3277 -0.984 0.013 -0.394 0.208
P -8.4304 -4.0854 -1.5235 0.359 -1.069 0.461 0.856
O -7.6983 -5.3166 -1.1958 0.067 0.094 -0.067 -0.675
O -10.0280 -4.2800 -1.3942 0.228 0.672 -0.207 -0.541
O -8.2221 -3.6116 -3.0467 -0.340 0.353 0.409 -0.524
O -7.5650 -2.9597 0.9543 1.415 0.996 -1.210 -0.262
H 4.3828 -2.9415 0.8837 0.143 0.180 -0.188 0.305
H 3.8340 -3.9543 -0.4240 0.002 0.158 -0.209 0.094
H 4.0938 -2.1914 -0.7393 0.065 -0.103 0.031 0.102
H 0.0680 -1.8524 1.1948 0.377 -0.309 -0.045 0.227
H -0.1452 -2.3246 -0.5022 0.363 -0.220 0.075 0.396
H -0.2757 0.3573 0.7802 -0.218 0.115 -0.155 -0.030
H 0.4585 0.3086 -0.8058 0.027 -0.122 0.049 0.226
H -1.6464 -1.1181 -1.5541 -0.039 -0.089 0.222 0.387
H -1.6341 0.6176 -1.5204 -0.031 -0.098 0.000 0.404
H -3.7036 -0.1728 -0.6260 0.050 0.224 0.057 -0.019
H -2.8400 0.7934 0.5467 0.169 -0.136 0.153 0.477
H -2.0921 -1.9641 1.0595 -0.051 0.045 -0.169 -0.049
H -3.7719 -2.0185 0.5892 0.053 -0.112 0.213 0.560
H -3.0078 0.1210 2.5281 0.036 -0.085 0.158 0.425
H -2.6968 -1.4460 3.1796 -0.229 -0.266 -0.108 -0.029
H -5.2773 -0.0287 2.5267 -0.210 -0.231 -0.161 0.415
H -4.8219 -0.9087 3.9628 -0.026 0.226 -0.087 0.346
H -5.9553 -2.7269 3.3703 0.105 -0.126 -0.102 0.483
H -4.9623 -2.9735 1.9640 -0.039 0.005 0.093 0.403
H -6.4701 0.4303 -0.4139 -0.250 0.104 -0.225 -0.205
H -10.3050 -3.9148 -0.5415 -0.204 -0.296 0.000 0.333
H -7.4862 -2.9849 -3.0657 -0.067 -0.015 -0.293 0.356
C 0.8754 0.5315 4.7289 -0.216 0.220 -0.269 -0.832
N -0.2839 -0.0457 4.0013 -0.014 0.161 -0.138 0.980
O -0.8968 0.6735 3.2404 0.245 0.049 0.066 -0.557
O -0.5509 -1.2152 4.2099 0.149 -0.022 0.073 -0.523
H 0.9774 1.5679 4.4273 0.012 -0.034 -0.075 0.277
H 0.6714 0.4491 5.7861 -0.064 -0.187 -0.005 0.272
H 1.7504 -0.0426 4.4484 -0.023 -0.066 0.061 0.305
C -10.2521 -4.6458 4.2357 -0.181 -0.089 0.023 -0.908
N -9.8360 -4.4583 2.8189 0.050 -0.007 -0.114 1.084
O -10.6599 -4.6948 1.9450 0.078 0.169 0.119 -0.597
O -8.7106 -4.0820 2.6062 -0.665 -0.558 0.827 -0.509
H -11.2822 -4.9827 4.2528 0.009 0.006 -0.050 0.302
H -9.5878 -5.3866 4.6704 0.068 0.072 0.008 0.327
H -10.1438 -3.6870 4.7339 0.098 -0.018 0.003 0.290
C 4.0089 1.4410 0.0422 -0.026 -0.139 -0.083 -0.399
N 3.3490 1.6293 1.3629 0.030 -0.157 -0.116 1.085
O 3.1642 0.6353 2.0410 -0.049 0.053 0.141 -0.568
O 3.0449 2.7576 1.6832 -0.054 -0.040 0.018 -0.592
H 4.2083 0.3827 -0.0820 -0.084 -0.012 0.061 0.031
H 3.3273 1.8062 -0.7226 0.029 0.136 0.043 0.239
H 4.9283 2.0155 0.0483 -0.097 0.142 -0.013 0.255
C 0.7740 5.4905 -0.5169 -0.080 0.055 0.184 -0.888
N 0.9042 4.0542 -0.8835 -0.023 0.154 0.051 0.973
O 0.1220 3.2689 -0.3955 0.011 -0.109 0.005 -0.522
O 1.7967 3.7729 -1.6561 0.039 -0.116 -0.086 -0.503
H -0.0565 5.5936 0.1717 -0.009 -0.059 -0.017 0.329
H 1.7122 5.7912 -0.0565 0.045 0.001 -0.101 0.298
H 0.5978 6.0448 -1.4340 0.106 -0.005 -0.018 0.295
C 5.1471 5.7289 -2.6567 0.033 -0.151 -0.106 -0.759
N 4.5244 5.8736 -1.3161 -0.038 -0.054 -0.059 0.920
O 4.4032 4.8788 -0.6379 -0.093 0.163 0.161 -0.390
O 4.1647 6.9916 -0.9899 -0.021 -0.034 0.011 -0.599
H 5.4065 4.6882 -2.8015 -0.012 -0.010 0.079 0.320
H 4.4150 6.0574 -3.3875 -0.015 0.130 0.071 0.218
H 6.0322 6.3580 -2.6751 -0.052 0.069 0.010 0.323
C -6.5222 3.4290 -2.2157 -0.062 -0.058 0.161 -0.620
N -5.6300 2.6730 -3.1359 0.080 -0.014 0.019 0.948
O -5.5225 1.4769 -2.9719 -0.025 -0.004 0.002 -0.499
O -5.0603 3.3159 -3.9928 -0.011 0.047 -0.069 -0.549
H -6.9550 2.7310 -1.5086 0.034 -0.037 -0.028 0.128
H -5.9098 4.1728 -1.7130 0.004 0.050 -0.086 0.263
H -7.2885 3.9019 -2.8226 0.064 0.065 -0.022 0.314
C 4.4435 4.9617 -7.1616 0.057 -0.152 -0.057 -0.785
N 3.8389 5.1447 -5.8134 -0.023 -0.119 -0.132 0.844
O 3.7488 4.1713 -5.0993 -0.012 0.121 0.020 -0.425
O 3.4750 6.2701 -5.5247 0.017 -0.048 0.017 -0.548
H 4.7149 3.9187 -7.2741 -0.030 -0.005 0.054 0.317
H 3.6984 5.2564 -7.8943 0.026 0.092 0.018 0.287
H 5.3165 5.6051 -7.2163 -0.064 0.077 -0.019 0.304
C -1.4379 -4.1509 5.7331 0.014 0.239 -0.046 -0.623
N -2.5968 -4.7192 4.9854 0.050 0.024 -0.029 0.994
O -3.1973 -3.9909 4.2233 0.001 -0.032 0.076 -0.562
O -2.8599 -5.8867 5.1916 -0.010 0.014 0.015 -0.563
H -1.3158 -3.1113 5.4530 -0.042 -0.012 -0.084 0.159
H -1.6564 -4.2494 6.7923 0.014 -0.124 -0.014 0.304
H -0.5618 -4.7319 5.4616 -0.038 -0.070 0.046 0.293
C 3.3649 -7.1082 -1.9222 -0.049 -0.163 0.004 -0.725
N 3.7341 -6.4326 -3.1967 -0.044 -0.055 0.044 0.867
O 3.9010 -7.1181 -4.1789 0.018 0.052 0.003 -0.529
O 3.8419 -5.2208 -3.1600 0.054 -0.212 0.054 -0.545
H 3.3053 -8.1742 -2.1061 0.013 0.017 -0.054 0.307
H 4.1378 -6.8758 -1.1956 -0.046 0.087 0.014 0.270
H 2.4055 -6.7074 -1.6078 0.052 0.083 0.040 0.297
C -12.8644 -6.5489 0.8659 0.089 -0.098 -0.169 -0.440
N -13.5497 -7.7258 1.4663 -0.016 0.018 -0.054 0.889
O -13.2893 -8.8245 1.0255 -0.029 0.008 0.041 -0.526
O -14.3307 -7.5001 2.3704 0.026 -0.014 0.003 -0.541
H -12.2026 -6.8959 0.0806 -0.013 -0.054 0.022 0.326
H -13.6333 -5.8933 0.4678 -0.026 0.022 0.099 0.293
H -12.3051 -6.0584 1.6548 -0.135 0.010 -0.027 0.045
C 8.6452 3.4503 -0.0899 0.026 0.312 -0.030 -0.628
N 7.6364 3.6207 -1.1687 0.089 -0.015 0.207 0.924
O 7.9467 4.2751 -2.1467 -0.063 0.002 -0.001 -0.536
O 6.5551 3.0922 -1.0041 0.241 -0.044 -0.254 -0.497
H 9.5555 3.9689 -0.3778 -0.231 -0.150 0.034 0.093
H 8.2168 3.8726 0.8158 -0.079 -0.094 -0.001 0.310
H 8.8309 2.3892 0.0253 -0.256 0.183 0.018 0.367
C 3.9852 -2.3547 -4.2991 0.001 -0.063 0.161 -0.561
N 2.7926 -1.4666 -4.3823 0.020 0.006 0.013 0.978
O 1.8120 -1.7765 -3.7401 0.008 0.029 -0.020 -0.510
O 2.8868 -0.4865 -5.0938 -0.015 -0.021 0.007 -0.577
H 3.7613 -3.1792 -3.6374 -0.082 0.105 -0.056 0.161
H 4.1980 -2.7093 -5.3030 0.039 0.078 -0.015 0.293
H 4.8082 -1.7582 -3.9151 0.000 0.076 -0.130 0.286
C 11.8888 6.2537 -2.5935 -0.029 0.061 -0.163 -0.773
N 11.3715 4.9383 -2.1301 0.013 -0.024 -0.030 0.900
O 10.9666 4.1601 -2.9632 0.071 -0.051 0.035 -0.479
O 11.3949 4.7316 -0.9301 0.181 0.116 -0.126 -0.583
H 11.8064 6.2914 -3.6732 -0.025 -0.052 0.009 0.316
H 11.2837 7.0238 -2.1247 0.052 -0.014 0.078 0.302
H 12.9239 6.3260 -2.2737 -0.035 0.024 0.092 0.286
C -2.6534 6.4288 -4.2403 0.066 -0.177 -0.053 -0.765
N -3.2365 6.6786 -2.8925 0.015 -0.061 -0.109 0.892
O -3.4005 5.7194 -2.1689 -0.047 0.028 0.134 -0.502
O -3.5089 7.8274 -2.6136 -0.003 -0.030 0.012 -0.534
H -2.4689 5.3654 -4.3400 -0.046 -0.002 0.049 0.309
H -3.3756 6.7729 -4.9742 0.028 0.083 0.017 0.299
H -1.7315 6.9992 -4.3064 -0.060 0.084 -0.018 0.304
C 11.2432 -0.2312 -1.2011 0.055 -0.166 -0.057 -0.727
N 10.5613 -0.0331 0.1073 0.041 -0.030 -0.023 0.875
O 10.3577 -1.0049 0.7973 -0.019 0.044 0.009 -0.513
O 10.2535 1.1104 0.3909 0.283 -0.383 0.084 -0.575
H 11.4553 -1.2873 -1.3187 -0.027 -0.003 0.053 0.312
H 10.5705 0.1257 -1.9755 0.037 0.103 0.022 0.285
H 12.1563 0.3559 -1.1824 -0.062 0.088 -0.024 0.284
C 3.5858 -0.5155 8.7341 0.167 0.064 -0.028 -0.753
N 2.5075 -0.3525 7.7209 0.066 -0.008 0.006 0.879
O 2.7520 0.3060 6.7310 0.306 -0.011 0.360 -0.507
O 1.4469 -0.8937 7.9558 0.005 0.036 -0.010 -0.517
H 4.4626 0.0187 8.3880 -0.036 0.011 -0.045 0.322
H 3.2165 -0.1049 9.6689 -0.050 -0.084 0.011 0.280
H 3.7835 -1.5789 8.8290 -0.080 -0.005 0.057 0.294

---

105
Properties=species:S:1:pos:R:3:forces:R:3:mulliken_charge:R:1 method="wB97M-V/def2-TZVPD" e_homo_ev=-9.4 lumo_energy_ev=0.5 smiles=CC(C)O.CC(C)O.CCOCC.CCOCC.CCOCC.CCO.CCO.CCO.CCO energy_ev=-46522.71471 homo_lumo_gap_ev=9.87 fmax_ev_per_a=1.48 charge=0
C 2.7123 -3.6838 0.6107 0.368 -0.676 0.570 -1.474
C 1.6522 -3.4233 1.6668 0.254 0.856 0.167 0.700
C 2.0068 -2.2141 2.5267 0.065 0.313 0.560 -1.013
O 0.3955 -3.1849 1.0291 0.232 -0.146 -0.368 -0.316
H 3.5178 -4.2503 1.0903 0.031 0.109 -0.005 0.529
H 3.1742 -2.7712 0.2379 -0.310 0.057 -0.316 0.152
H 2.3475 -4.3448 -0.1757 -0.123 0.289 -0.183 0.348
H 1.5865 -4.2867 2.3381 -0.186 -0.120 -0.145 0.327
H 2.1291 -1.2788 1.9752 -0.154 -0.185 -0.414 -0.121
H 2.9426 -2.3181 3.0844 -0.081 -0.350 -0.045 0.549
H 1.2117 -2.0395 3.2591 0.048 -0.048 0.035 0.289
H -0.2284 -2.7915 1.6612 -0.033 -0.088 0.144 0.073
C 4.6567 0.2206 -1.6153 0.079 -0.522 0.364 -1.039
C 4.5421 1.6316 -1.0761 0.038 -0.375 0.375 0.613
C 4.2864 1.6871 0.4254 -0.324 -0.416 -0.643 -0.597
O 5.7654 2.3329 -1.2898 -0.056 0.253 -0.071 -0.566
H 5.3978 -0.3510 -1.0464 0.255 0.256 -0.127 0.318
H 4.9539 0.2493 -2.6646 -0.108 -0.190 -0.032 0.397
H 3.7448 -0.3732 -1.4972 -0.209 0.336 -0.276 0.036
H 3.6971 2.1261 -1.5764 0.184 0.159 -0.077 0.105
H 3.3984 1.0928 0.6518 -0.132 0.192 -0.025 -0.228
H 4.1164 2.7282 0.6887 0.140 -0.081 0.462 0.230
H 5.0907 1.2139 0.9881 0.247 0.352 -0.030 0.465
H 5.9728 2.3419 -2.2301 -0.079 -0.047 0.032 0.320
C -3.0598 -0.4812 -3.6755 0.033 0.287 0.630 -0.505
C -4.0621 0.3651 -2.8794 0.991 -0.524 -0.775 -0.248
O -3.9097 1.7116 -3.2838 -0.185 -0.166 0.419 -0.309
C -4.6325 2.6063 -2.4720 -0.067 0.951 0.200 -0.083
C -4.6074 3.9697 -3.1598 -0.039 0.017 0.149 -1.202
H -3.1967 -1.5365 -3.4320 -0.118 0.413 -0.530 0.306
H -3.1269 -0.2675 -4.7388 -0.105 -0.147 -0.099 0.442
H -2.0460 -0.2447 -3.3480 0.075 0.262 -0.102 -0.305
H -5.0837 0.0279 -3.0779 -0.172 0.032 0.121 0.324
H -3.8228 0.2197 -1.8197 -0.238 0.263 0.204 0.131
H -5.6723 2.2896 -2.3108 0.016 -0.206 -0.278 0.415
H -4.1944 2.6907 -1.4665 0.130 -0.157 -0.058 0.134
H -4.8450 3.8206 -4.2123 0.023 0.151 -0.039 0.356
H -3.6408 4.4650 -3.0665 0.161 -0.277 -0.185 0.186
H -5.3140 4.6844 -2.7329 -0.205 -0.265 0.066 0.368
C 4.6113 4.0374 4.8409 0.327 0.443 -0.286 -1.269
C 3.1075 3.9103 4.7001 0.782 -0.173 -0.104 -0.251
O 2.8508 3.3243 3.4341 -0.399 -0.104 0.230 -0.218
C 1.4587 3.2664 3.1513 -0.112 0.137 -0.265 -0.983
C 1.2218 2.1444 2.1471 0.518 0.164 0.639 0.165
H 4.9085 4.6359 5.7041 -0.207 -0.231 0.200 0.393
H 5.0986 3.0646 4.8796 -0.057 -0.036 0.082 0.285
H 5.0278 4.5747 3.9848 -0.136 -0.115 -0.100 0.318
H 2.7391 3.2493 5.4919 -0.299 0.121 0.041 0.328
H 2.6419 4.8970 4.7816 -0.175 -0.011 -0.002 0.300
H 0.8857 3.1075 4.0714 0.034 -0.061 0.043 0.404
H 1.1673 4.2369 2.7291 -0.209 -0.021 0.099 0.281
H 1.6477 2.4624 1.1992 -0.084 -0.316 -0.181 0.123
H 0.1854 1.8324 2.0341 -0.061 0.353 0.013 -0.191
H 1.7722 1.2896 2.5480 0.038 -0.120 -0.314 0.360
C -1.7207 -0.1100 2.5813 -0.370 0.482 0.324 -0.758
C -2.5236 -1.3755 2.4282 0.075 -0.419 -0.724 0.148
O -1.7359 -2.4962 2.8029 0.467 0.220 0.278 -0.448
C -2.4415 -3.7151 2.8782 -0.734 -0.229 -0.446 -0.071
C -1.5871 -4.7741 3.5141 -0.018 0.049 0.814 -1.187
H -0.7212 -0.1805 2.1545 -0.034 -0.226 0.063 -0.288
H -2.2397 0.7003 2.0612 0.003 -0.040 -0.094 0.322
H -1.6659 0.1965 3.6278 0.261 -0.131 0.006 0.445
H -3.4488 -1.3673 3.0127 0.034 0.118 0.071 0.629
H -2.7983 -1.4963 1.3699 -0.150 -0.004 0.043 -0.334
H -3.3721 -3.5611 3.4420 0.137 -0.007 0.148 0.489
H -2.7670 -4.0495 1.8800 0.142 0.188 -0.059 0.026
H -0.6906 -4.9995 2.9406 -0.032 0.007 -0.078 0.160
H -2.1663 -5.6836 3.6779 0.007 -0.058 -0.298 0.429
H -1.3066 -4.4442 4.5192 0.211 0.037 -0.132 0.311
C -1.5988 4.4836 -0.9106 0.569 0.044 -1.033 -1.323
C -1.3791 3.9443 0.4727 -0.289 -0.771 0.405 1.169
O -2.6622 3.6676 1.0479 -0.258 0.296 -0.030 -0.592
H -0.6919 4.9453 -1.3153 0.011 0.216 0.368 0.441
H -2.4049 5.2131 -0.9688 0.000 0.028 0.244 0.415
H -1.7872 3.7137 -1.6642 -0.377 -0.239 0.364 0.150
H -0.7944 4.6227 1.1049 -0.168 0.116 -0.072 0.202
H -0.8576 2.9811 0.4537 0.307 0.299 -0.254 -0.708
H -2.5566 3.2936 1.9267 0.132 0.039 0.011 0.300
C -2.0608 -3.1884 -1.2953 -0.670 0.284 -0.039 0.592
C -3.5874 -3.2013 -1.3420 0.451 -0.168 -0.613 -0.665
O -3.9765 -3.1288 -2.7223 -0.502 -0.582 0.629 -0.571
H -1.6892 -4.0395 -1.8640 0.084 -0.231 0.338 0.471
H -1.7777 -3.2139 -0.2438 0.419 -0.227 -0.112 -0.301
H -1.6098 -2.3169 -1.7733 -0.246 0.188 0.156 -0.547
H -4.0552 -2.3804 -0.7879 0.208 0.065 0.080 0.345
H -3.9284 -4.1493 -0.9082 -0.104 0.090 0.033 0.382
H -4.9394 -3.0766 -2.7387 0.091 -0.045 -0.193 0.318
C 1.9022 -3.3347 -4.6493 -0.061 0.301 -0.313 -1.111
C 0.7959 -2.2862 -4.5281 0.121 -0.545 -0.132 0.188
O 1.3237 -1.0901 -3.9987 -0.361 0.200 0.449 -0.610
H 2.4730 -3.3835 -3.7222 -0.061 -0.062 0.076 0.230
H 2.5805 -3.0099 -5.4404 0.125 -0.159 0.054 0.314
H 1.5213 -4.3281 -4.8934 -0.039 0.025 -0.019 0.351
H -0.0412 -2.7086 -3.9586 0.060 0.302 0.341 -0.110
H 0.3729 -2.0563 -5.5079 0.123 0.026 -0.088 0.396
H 1.2384 -1.1262 -3.0248 0.108 -0.133 -0.444 0.072
C 0.4190 0.8763 -1.4502 0.437 0.056 0.950 -0.888
C 0.3559 -0.3451 -0.5234 -0.219 0.892 -1.163 1.784
O 0.9557 -1.4196 -1.2363 -0.113 -0.074 0.585 0.451
H 1.4641 1.0301 -1.7276 -0.051 -0.071 -0.297 0.090
H 0.1465 1.7706 -0.8837 -0.219 -0.054 -0.129 -0.425
H -0.2082 0.7869 -2.3297 0.000 -0.083 -0.112 0.215
H -0.6963 -0.5491 -0.2980 0.030 -0.234 0.163 -0.041
H 0.8866 -0.1032 0.3992 0.101 -0.245 0.117 -0.788
H 0.8714 -2.2043 -0.6724 -0.046 -0.121 -0.003 -0.216